Record 1
The following is a DFT calculation (wB97M-V/def2-TZVPD) of a cluster of 14 separate species, C30H94N7O21 in total at a distorted geometry.

Computed properties:
Electronic energy ... -3162.1355 Eh
Net charge ... +1
Strongest force on any atom ... 5.64 eV/Å

CARTESIAN COORDINATES (ANGSTROEM)
N -5.19504 13.71093 -0.45583
H -5.55360 14.07575 -1.32672
H -4.49875 14.31960 -0.04988
H -4.78677 12.82381 -0.71360
H -5.96081 13.67168 0.20156
N 3.08929 13.74083 0.48541
H 3.44960 14.07076 -0.39857
H 2.88182 14.64569 0.88326
H 3.77802 13.22700 1.01619
H 2.23575 13.21725 0.35335
N -2.16770 14.75890 2.11640
O -1.10325 14.80587 2.71011
O -3.10497 15.47260 2.40747
O -2.39963 14.07823 1.16506
C -1.03367 19.42477 1.79213
C -2.21761 19.71610 2.76702
O -3.16570 20.57536 2.00400
O -0.33875 20.52584 1.26453
H -1.50112 18.84790 0.99413
H -0.31322 18.71857 2.20486
H -1.83567 20.26891 3.62529
H -2.63723 18.80286 3.18893
H -3.86095 20.82632 2.61658
H -1.11524 20.94317 0.88438
C 2.54574 17.13787 2.04427
C 2.36458 16.02591 3.05728
O 1.81363 14.79047 2.57157
O 3.38771 16.67937 1.00977
H 3.05212 18.03524 2.39980
H 1.58689 17.32007 1.55898
H 1.87257 16.47509 3.91999
H 3.37022 15.67460 3.28828
H 0.85398 14.76751 2.58327
H 3.92153 17.41316 0.69642
C -5.67132 13.26518 3.54208
C -6.89784 13.49566 4.49724
O -8.15809 13.39464 3.92876
O -5.60705 14.10645 2.38040
H -5.74304 12.23517 3.19276
H -4.72015 13.53076 4.00343
H -6.76397 14.46236 4.98271
H -6.70580 12.71500 5.23331
H -8.45298 14.17415 3.45231
H -4.78987 14.60264 2.46767
C -1.95666 10.24025 2.44365
C -0.40536 10.68554 2.32628
O 0.10413 10.24631 1.06359
O -2.87851 11.08429 1.81536
H -2.28432 10.05593 3.46676
H -2.08803 9.28773 1.93030
H 0.15047 10.52342 3.24979
H -0.42056 11.77198 2.23959
H 0.91635 9.75001 1.18849
H -2.40575 11.90846 1.67818
C -1.07328 16.67610 5.94963
C -2.42056 16.06239 5.98318
O -2.60417 14.84192 5.35567
O -0.93773 17.01135 4.50640
H -0.40094 15.83334 6.11036
H -0.93545 17.56737 6.56178
H -3.11208 16.81749 5.60939
H -2.72783 15.80714 6.99735
H -2.42240 14.98266 4.42361
H -0.96160 16.18261 4.02245
C 3.10455 12.43866 6.17638
C 1.72590 12.73540 5.51616
O 0.96255 11.57260 5.18946
O 3.89216 11.62445 5.25154
H 2.91387 11.89821 7.10355
H 3.66402 13.35220 6.37775
H 1.78369 13.39608 4.65114
H 1.13905 13.25610 6.27285
H 1.42457 10.89827 4.68606
H 3.38455 10.89082 4.89697
C -6.53284 17.85680 4.04338
C -6.08216 17.89079 2.57556
O -7.15709 17.61965 1.71145
O -7.82960 18.48528 4.13399
H -5.88376 18.39891 4.73107
H -6.68659 16.83547 4.39172
H -5.45998 16.99622 2.54855
H -5.46831 18.73924 2.27321
H -7.50581 18.47848 1.46166
H -7.70701 19.12039 4.84336
C -1.01701 12.44835 -1.81450
C 0.18208 13.32772 -1.48695
C -0.11504 14.84855 -1.69168
O -0.73875 15.24339 -2.97596
C -0.23294 14.76994 -4.20073
N 0.54822 12.93385 -0.10976
H -1.49260 12.55167 -2.78981
H -1.86387 12.71874 -1.18377
H -0.75997 11.39079 -1.87439
H 1.01822 13.04021 -2.12437
H 0.70574 15.53652 -1.48893
H -0.87218 15.06063 -0.93679
H -0.45054 13.70879 -4.32203
H 0.81042 14.97572 -4.43983
H -0.88454 15.31401 -4.88446
H 0.34787 11.94492 -0.06543
H -0.07868 13.38877 0.53843
C -5.03277 9.19743 -1.27631
C -4.01442 10.19151 -1.82745
C -4.08709 10.65958 -3.27189
O -3.95068 9.56387 -4.13164
C -3.77294 9.70973 -5.49753
N -3.93865 11.26293 -0.83867
H -4.86326 8.20495 -1.69386
H -6.03325 9.50883 -1.57659
H -5.03450 9.16391 -0.18683
H -3.02594 9.73369 -1.86493
H -3.21623 11.29664 -3.42631
H -4.99092 11.23325 -3.47704
H -3.47457 8.69337 -5.75463
H -2.93935 10.36321 -5.75479
H -4.65984 9.91201 -6.09804
H -4.27849 10.96740 0.06536
H -2.95071 11.45461 -0.75301
C -4.53740 13.42624 10.38957
C -4.10586 13.78925 8.95584
C -3.49825 12.61601 8.14672
O -2.21200 12.45805 8.71919
C -1.26372 12.21460 7.68709
N -5.31999 14.29136 8.26251
H -3.69352 13.01052 10.94016
H -5.34576 12.70301 10.28184
H -4.88868 14.35969 10.82929
H -3.40276 14.59251 9.17612
H -3.52335 13.00492 7.12877
H -4.07684 11.69301 8.18405
H -1.47230 11.28523 7.15711
H -0.27265 11.98875 8.08061
H -1.16697 13.08330 7.03587
H -5.99510 14.72181 8.87817
H -4.90329 15.04708 7.73778
C -4.51468 14.02168 -5.05168
C -4.62382 14.27540 -3.55688
C -4.17824 15.62613 -3.04386
O -3.83549 15.60251 -1.65258
C -3.86006 16.83461 -0.98133
N -5.99282 13.84219 -3.13201
H -3.46414 14.04679 -5.34123
H -4.99907 14.74893 -5.70329
H -4.93811 13.09321 -5.43476
H -3.95702 13.60950 -3.00911
H -5.03706 16.28913 -3.14855
H -3.44755 16.15228 -3.65816
H -3.56980 16.66311 0.05522
H -4.82939 17.31056 -1.12958
H -3.16868 17.59048 -1.35382
H -6.17196 12.91688 -3.49507
H -6.71523 14.36704 -3.60398

Results of the Mulliken charge analysis, in e, for atoms 1 through 8: 0.469 0.569 -0.267 0.077 0.441 -0.026 0.442 -0.018

Record 2
The following is a DFT calculation (wB97M-V/def2-TZVPD) of an isolated molecule of F2HN at a distorted geometry.

Computed properties:
Electronic energy ... -254.9203 Eh
ΔE to the lowest compared entry with this formula, charge and spin ... 13.0 kcal per mole
Strongest force on any atom ... 4.52 eV/Å

CARTESIAN COORDINATES (ANGSTROEM)
N 0.24192 -0.28860 0.03722
F -0.64683 -0.10955 1.05857
F 0.86171 0.90472 -0.12831
H -0.45681 -0.50657 -0.96748

In the natural (NBO) picture, each atom carries the following charge in e: 0.153 -0.231 -0.222 0.300

Record 3
The following is a DFT calculation (wB97M-V/def2-TZVPD) of a cluster of 2 separate species, C4H11N3O in total at a distorted geometry.

Computed properties:
Electronic energy ... -398.3407 Eh
ΔE to the lowest compared entry with this formula, charge and spin ... 134.0 kcal per mole
Strongest force on any atom ... 3.22 eV/Å

CARTESIAN COORDINATES (ANGSTROEM)
C 0.76362 0.03717 1.60166
C -1.19435 0.36190 -0.19880
C -1.12277 1.20841 -1.45516
N -0.43841 -0.76963 1.46164
C 1.01931 0.58252 0.19514
N -0.19192 -1.97498 1.02170
N 1.54326 -0.49097 -0.62687
O 1.31924 1.76928 0.02437
H -1.00509 -2.58354 1.03563
H 0.39062 -2.06057 0.16875
H 2.54723 -0.37295 -0.72999
H 1.10048 -0.63883 -1.52423
H 0.52879 0.86683 2.25955
H 1.60847 -0.54034 1.99670
H -1.70729 -0.56993 -0.45322
H -1.77538 0.88280 0.55982
H -0.60955 0.69223 -2.27235
H -2.13659 1.43346 -1.80555
H -0.63968 2.16715 -1.25880

Results of the natural (NBO) charge analysis, in e, for atoms 1 through 8: -0.359 -0.426 -0.644 -0.083 0.669 -0.570 -0.959 -0.595

Record 4
The following is a DFT calculation (wB97M-V/def2-TZVPD) of a structure of composition C32H29BrGeN4NiO at a distorted geometry.

Computed properties:
Electronic energy ... -7690.3337 Eh
ΔE to the lowest compared entry with this formula, charge and spin ... 3.6 kcal per mole
2S+1 ... 3
Strongest force on any atom ... 2.99 eV/Å
Expectation value of S² ... 2.01

CARTESIAN COORDINATES (ANGSTROEM)
Ni -0.50195 -0.00462 -0.40810
Br -0.90991 2.89050 6.58977
C -1.03606 1.96672 4.91213
C -2.35478 1.59367 4.51156
C -2.58672 1.18379 3.25462
C -1.54749 1.02810 2.29231
O -1.84854 0.62434 1.14836
C -0.18211 1.31672 2.76307
C 0.99522 1.01487 2.06199
N 1.07405 0.53086 0.84869
C 2.40248 0.25804 0.35114
C 3.57188 0.76945 0.89443
C 4.82284 0.38369 0.31059
C 4.88107 -0.49774 -0.71377
C 3.69496 -0.93785 -1.32328
C 3.77241 -1.76425 -2.51461
C 2.57825 -2.13826 -3.08555
C 1.37712 -1.60152 -2.53541
N 1.30595 -0.86489 -1.47313
C 2.46821 -0.49779 -0.82775
C -0.02063 1.83589 4.07040
H -3.16467 1.76856 5.22101
H -3.63229 0.99283 2.93581
H 1.91382 1.13126 2.63753
H 3.64781 1.38624 1.72566
H 5.71825 0.78072 0.72532
H 5.85901 -0.74467 -1.08964
H 4.77243 -2.03226 -2.83954
H 2.53281 -2.69257 -4.00569
H 0.43649 -1.87507 -2.95111
H 0.96625 2.15556 4.42429
C 0.37200 -4.24177 1.65668
C 0.56717 -2.94022 1.24634
N -0.38058 -2.26049 0.61074
C -1.54729 -2.85940 0.33536
C -1.88645 -4.14911 0.85079
C -0.89068 -4.81392 1.51835
C -3.16053 -4.73330 0.57340
C -4.05521 -4.05488 -0.19656
C -3.75870 -2.79719 -0.78402
C -4.61761 -2.14302 -1.70953
C -4.23663 -0.93564 -2.18125
C -3.00200 -0.38417 -1.87057
N -2.16229 -1.00470 -1.04716
C -2.51112 -2.17733 -0.50939
H 1.12844 -4.78672 2.14788
H 1.57778 -2.45714 1.39280
H -1.03933 -5.82739 1.88388
H -3.47331 -5.69266 0.97877
H -4.99698 -4.51263 -0.39983
H -5.57421 -2.55679 -2.03722
H -4.87365 -0.37387 -2.85041
H -2.60688 0.53301 -2.28703
C 2.37339 3.11955 -1.99217
Ge 0.52892 3.30771 -1.49401
C 0.54898 4.06566 0.29074
C -0.10980 4.73021 -2.68746
C -0.50557 1.66966 -1.62836
H 2.85257 4.02377 -1.56664
H 2.43394 3.15889 -3.08589
H 2.91547 2.27753 -1.63387
H 0.91500 5.11247 0.21292
H 1.24456 3.50877 0.99588
H -0.43289 4.03024 0.68787
H 0.66911 5.00091 -3.41540
H -0.52677 5.64708 -2.25390
H -0.96282 4.30385 -3.27351
H -0.28992 1.22857 -2.63917
H -1.53227 2.02418 -1.75017

Results of the natural (NBO) charge analysis, in e, for atoms 1 through 8: 1.370 0.010 -0.173 -0.179 -0.284 0.469 -0.732 -0.300

Question: Which of these has the highest electronic energy?
Answer: F2HN